(1)
{"formula": "C4H9O2", "method": "the ωB97M-V functional and the def2-TZVPD basis", "elements": ["H", "O", "C", "H", "C", "H", "H", "H", "H", "C", "O", "H", "C", "H", "H"], "xyz": [[-1.0845, 0.6091, 1.8070], [-2.4325, -0.6871, 0.2186], [-0.4145, 0.3131, 1.0027], [1.1685, -0.2205, 2.3553], [-1.3446, -0.2180, -0.1309], [2.0869, 1.5473, -1.5066], [-0.4966, -1.0789, -1.9396], [0.1761, -1.6052, 1.8398], [-1.4580, 0.4711, -2.2050], [0.6265, -0.6632, 1.5156], [1.7825, 0.6725, -1.2571], [0.1070, 1.1938, 0.6184], [-0.8904, -0.1533, -1.5073], [1.3510, -0.8431, 0.7191], [0.8227, 0.6623, -1.5299]], "spin_multiplicity": 2, "orbital_gap_ha": [0.383, 0.319], "homo_ev": [-9.713, -9.773], "s2": 0.754, "de_lowest_kcal_mol": 9.0, "charge": 0, "lumo_energy_ev": [0.720, -1.089]}

(2)
{"formula": "C4H9O2", "method": "the ωB97M-V functional and the def2-TZVPD basis", "elements": ["H", "H", "O", "C", "H", "C", "H", "O", "C", "H", "H", "C", "H", "H", "H"], "xyz": [[1.1674, 0.8465, -0.2175], [0.7229, 0.5560, 2.2897], [0.8584, 0.2200, -2.7058], [-0.1461, 0.0982, -1.7234], [-1.5020, -0.4843, 0.4798], [0.4205, 0.0493, -0.3193], [1.3773, -0.5934, -2.7409], [-0.9405, -0.0565, 3.1677], [-0.1035, -0.1622, 2.1255], [0.9873, -0.8868, -0.1868], [-0.7862, 0.9774, -1.8335], [-0.6616, 0.1632, 0.7353], [0.4391, -1.1183, 2.1043], [-1.0600, 1.1741, 0.7293], [-0.7728, -0.7831, -1.9045]], "spin_multiplicity": 2, "orbital_gap_ha": [0.412, 0.315], "homo_ev": [-10.344, -10.036], "s2": 0.754, "de_lowest_kcal_mol": 10.7, "charge": 0, "lumo_energy_ev": [0.858, -1.467]}

(3)
{"formula": "C4H9O2", "method": "the ωB97M-V functional and the def2-TZVPD basis", "elements": ["C", "O", "H", "H", "C", "H", "H", "C", "H", "H", "O", "C", "H", "H", "H"], "xyz": [[-0.1516, -1.9444, -0.7120], [-1.1326, -0.6340, 1.0012], [-0.8539, -2.2954, -1.4522], [-0.9902, 1.1194, 1.5298], [-0.5842, -0.5428, -0.2337], [1.1934, -0.0361, 0.8371], [-0.1476, -2.6654, 0.1010], [0.6705, 0.3325, -0.0593], [1.2601, 2.3038, 0.5604], [1.4571, 0.4344, -0.8104], [-0.4859, 1.9064, 1.4929], [0.3309, 1.7842, 0.3378], [0.8506, -1.9652, -1.1479], [-0.1619, 2.2885, -0.4799], [-1.2547, -0.0860, -0.9648]], "spin_multiplicity": 2, "orbital_gap_ha": [0.415, 0.302], "homo_ev": [-10.265, -10.232], "s2": 0.754, "de_lowest_kcal_mol": 15.8, "charge": 0, "lumo_energy_ev": [1.027, -2.025]}

(4)
{"formula": "C4H9O2PS", "method": "the ωB97M-V functional and the def2-TZVPD basis", "elements": ["H", "H", "O", "C", "H", "S", "H", "H", "H", "C", "O", "C", "H", "C", "H", "P", "H"], "xyz": [[-0.9498, -2.2177, 1.8234], [0.0361, 1.9148, -2.0191], [-0.9289, -1.1177, 0.1263], [-1.7487, 2.0109, -1.0498], [3.1284, -0.7963, 0.5037], [0.6584, 1.2708, 1.5789], [3.1484, -1.2650, -1.1212], [-2.3070, 1.5981, -0.1474], [-0.9193, -0.4053, 1.9472], [2.4468, -1.0521, -0.2928], [1.5145, -0.1582, -0.9170], [-0.6676, 1.4159, -1.3639], [-2.0536, 2.8338, -1.7454], [-1.3177, -1.2874, 1.4682], [2.0621, -1.9749, -0.0665], [0.2643, 0.4300, -0.1274], [-2.3663, -1.1999, 1.4031]], "spin_multiplicity": 1, "orbital_gap_ha": 0.363, "smiles": "C=CP(=S)(OC)OC", "homo_ev": -9.287, "de_lowest_kcal_mol": 34.9, "charge": 0, "lumo_energy_ev": 0.579}

(5)
{"formula": "C4H9O3", "method": "the ωB97M-V functional and the def2-TZVPD basis", "elements": ["H", "C", "H", "H", "H", "H", "H", "C", "O", "H", "C", "H", "O", "C", "O", "H"], "xyz": [[-0.6802, 1.9302, 1.7474], [-1.2172, 0.7950, -0.1684], [-1.9613, 0.4212, 1.7456], [-0.3675, 0.6668, -0.9207], [1.7385, -0.2329, -1.6152], [2.9378, -1.4238, -1.1611], [1.1148, -0.6766, 0.5030], [-1.0087, 0.8231, 1.3565], [-2.1903, -0.8774, -1.6127], [-1.9481, 1.4999, -0.6349], [-1.8604, -0.7898, -0.4365], [3.2335, 0.3545, -0.8278], [2.1080, -0.5580, 0.5953], [2.5187, -0.5079, -0.8288], [-2.1672, -1.5533, 0.5165], [-0.2503, 0.1290, 1.7418]], "spin_multiplicity": 1, "orbital_gap_ha": 0.271, "homo_ev": -3.736, "de_lowest_kcal_mol": 49.6, "charge": -1, "lumo_energy_ev": 3.652}

(6)
{"formula": "C4H9O3", "method": "the ωB97M-V functional and the def2-TZVPD basis", "elements": ["H", "O", "H", "H", "H", "C", "O", "C", "H", "H", "H", "H", "C", "O", "C", "H"], "xyz": [[-0.1738, 3.1946, -0.4050], [2.2770, 2.9106, 0.1267], [0.3590, 2.5840, -2.0333], [0.9515, -0.1909, 0.5117], [-0.8569, -3.1908, 1.2943], [-0.9115, -2.6420, 0.3554], [1.9184, 0.7477, -0.3590], [1.6006, 1.9817, -0.3246], [-0.4585, 1.5376, -0.9346], [-1.5620, -0.9091, 1.4773], [-1.1709, -0.5522, -0.2108], [0.0164, -2.9038, -0.1660], [0.2559, 2.3700, -0.9591], [0.4220, -0.8145, 1.1273], [-0.8559, -1.1472, 0.6628], [-1.8114, -2.9756, -0.1630]], "spin_multiplicity": 1, "orbital_gap_ha": 0.308, "homo_ev": -4.499, "de_lowest_kcal_mol": 9.6, "charge": -1, "lumo_energy_ev": 3.884}

(7)
{"formula": "C4H9O3", "method": "the ωB97M-V functional and the def2-TZVPD basis", "elements": ["C", "C", "O", "H", "H", "O", "H", "C", "H", "H", "H", "C", "H", "O", "H", "H"], "xyz": [[-0.1519, -0.6665, -1.0790], [-1.1506, 1.0014, 0.6723], [-2.2377, 0.5069, 0.3225], [0.0400, -1.5010, -0.3835], [1.7632, -0.2002, -2.0706], [2.4534, -1.6648, 1.0929], [0.4472, 1.4138, -0.7922], [0.1114, 0.5429, -0.2015], [1.9837, -1.1332, 0.4217], [2.0650, -1.3849, 1.9544], [1.0291, 0.3858, 0.3639], [0.8787, -0.8186, -2.2295], [0.4326, -0.5414, -3.1870], [-0.8587, 1.8036, 1.5716], [-1.1941, -0.8379, -1.3300], [1.2161, -1.8514, -2.3066]], "spin_multiplicity": 1, "orbital_gap_ha": 0.287, "homo_ev": -4.052, "de_lowest_kcal_mol": 14.6, "charge": -1, "lumo_energy_ev": 3.771}

(8)
{"formula": "C4H9O3", "method": "the ωB97M-V functional and the def2-TZVPD basis", "elements": ["C", "O", "C", "H", "H", "O", "H", "H", "H", "C", "H", "H", "C", "H", "O", "H"], "xyz": [[-1.7799, 0.8654, 1.1274], [1.9125, 0.3319, -3.1580], [1.7506, -0.9723, -1.1217], [0.9568, -1.7738, -0.9648], [-0.7096, -1.0044, 1.5630], [0.1986, 0.7095, -1.7832], [-1.0399, 0.0605, 2.9537], [-0.8387, 0.5255, -0.7138], [2.5763, -1.5745, -1.5858], [1.2071, 0.1088, -2.1241], [0.3241, 0.2465, 1.7277], [2.2288, -0.3706, -0.2472], [-0.7653, -0.0043, 1.9629], [-1.5361, 1.9214, 1.1019], [-1.7583, 0.4006, -0.2482], [-2.7271, 0.5296, 1.5102]], "spin_multiplicity": 1, "orbital_gap_ha": 0.302, "homo_ev": -4.337, "de_lowest_kcal_mol": 28.4, "charge": -1, "lumo_energy_ev": 3.873}

(9)
{"formula": "C4H9O3", "method": "the ωB97M-V functional and the def2-TZVPD basis", "elements": ["H", "H", "H", "O", "H", "C", "H", "H", "C", "C", "O", "H", "H", "C", "O", "H"], "xyz": [[-2.5945, 0.6919, 1.3246], [1.4031, -0.8561, -0.0872], [1.6753, 0.5423, -2.2108], [2.7949, 1.2657, -1.5666], [-0.0062, -0.8699, 1.7920], [-0.9081, -0.5575, 1.2351], [-1.4413, -1.5163, 1.0691], [0.0733, -1.6812, -1.1943], [-1.7350, 0.4570, 1.9630], [0.5790, 0.0976, -1.9155], [-0.4746, 0.0280, 0.0159], [-1.0832, 1.3358, 2.0472], [-2.0826, 0.1346, 2.9546], [0.4830, -0.7665, -0.6757], [-0.3752, 0.4293, -2.6586], [3.6921, 1.2653, -2.0928]], "spin_multiplicity": 2, "orbital_gap_ha": [0.378, 0.292], "homo_ev": [-9.755, -10.029], "s2": 0.761, "de_lowest_kcal_mol": 55.4, "charge": 0, "lumo_energy_ev": [0.519, -2.086]}

(10)
{"formula": "C4H9O3Sn", "method": "the ωB97M-V functional and the def2-TZVPD basis", "elements": ["O", "Sn", "H", "H", "O", "H", "H", "H", "H", "C", "H", "H", "C", "C", "O", "H", "C"], "xyz": [[4.0472, 0.2143, -0.0842], [2.8043, 0.9972, -1.2743], [3.3594, -0.3808, 0.5997], [-0.2164, -1.1717, 1.0787], [1.5001, 0.3190, -0.3991], [-2.3797, -0.6840, -1.0866], [-2.3386, -0.0263, 1.9467], [-2.4272, -1.9181, 0.1917], [-0.1294, -1.7245, -0.5998], [-0.5189, -0.9253, 0.0484], [5.0043, 0.2524, -0.1685], [-0.2012, 1.1825, 0.3691], [0.1085, 0.4040, -0.3562], [-2.0456, -0.9146, -0.0652], [-3.6288, 0.7647, 0.6160], [-0.3045, 0.7110, -1.3365], [-2.7097, 0.0276, 0.8960]], "spin_multiplicity": 1, "orbital_gap_ha": 0.284, "homo_ev": -12.478, "charge": 1, "lumo_energy_ev": -4.758}

(11)
{"formula": "C4H9O4", "method": "the ωB97M-V functional and the def2-TZVPD basis", "elements": ["C", "C", "H", "H", "H", "C", "O", "H", "H", "H", "C", "O", "H", "O", "H", "H", "O"], "xyz": [[1.6368, 0.7449, -0.5574], [0.1409, 0.5364, -0.9007], [-2.5386, -0.9882, 0.4069], [0.3679, 0.4024, 2.6175], [1.2308, 1.4589, 1.8073], [-1.9157, -0.8892, -0.4717], [0.7478, 1.2877, 2.6461], [-2.2860, -0.0335, -1.0369], [-1.9534, -1.8068, -1.0730], [0.0214, 0.3495, -1.9544], [-0.4567, -0.5712, -0.0788], [1.9511, 1.5784, 0.3352], [1.1468, -1.4943, -0.6412], [2.4034, -0.0420, -1.1657], [-0.5162, -0.2733, 0.9283], [-0.3301, 1.4848, -0.6984], [0.3500, -1.7445, -0.1631]], "spin_multiplicity": 1, "orbital_gap_ha": 0.322, "homo_ev": -4.918, "de_lowest_kcal_mol": 8.1, "charge": -1, "lumo_energy_ev": 3.847}

(12)
{"formula": "C4H9O5S", "method": "the ωB97M-V functional and the def2-TZVPD basis", "elements": ["S", "O", "O", "C", "H", "H", "H", "H", "C", "C", "H", "C", "H", "H", "H", "O", "O", "H", "O"], "xyz": [[-1.4120, 1.2950, -1.1719], [0.0528, -0.4519, 0.5851], [-0.2125, 1.7623, -1.9790], [0.8378, -1.7183, -1.3041], [2.0326, -0.7453, 0.4083], [0.1548, -1.2458, -1.9480], [-1.1429, 1.2412, 2.5826], [0.2710, 2.4929, -0.1042], [-1.7044, 1.1220, 1.6509], [1.1371, -0.6164, -0.2706], [0.2533, -2.5598, -0.9078], [-0.6320, 1.0555, 0.5493], [-2.3586, 0.1057, 1.6993], [1.6979, -2.0128, -2.0397], [-2.3850, 1.8313, 1.3489], [-1.8490, -0.0160, -1.6002], [0.2931, 1.9862, 0.7191], [1.0866, 0.3582, -0.8514], [-2.5284, 2.2203, -0.8889]], "spin_multiplicity": 1, "orbital_gap_ha": 0.339, "smiles": "CCO[C@@](C)(O)S(=O)(=O)[O-]", "homo_ev": -5.400, "de_lowest_kcal_mol": 16.6, "charge": -1, "lumo_energy_ev": 3.829}

| no. | calculated total energy (a.u.) |
| --- | --- |
| 1 | -308.19883 |
| 2 | -308.19616 |
| 3 | -308.18808 |
| 4 | -1047.77691 |
| 5 | -383.52753 |
| 6 | -383.59121 |
| 7 | -383.58332 |
| 8 | -383.56135 |
| 9 | -383.36431 |
| 10 | -597.47680 |
| 11 | -458.85460 |
| 12 | -932.21713 |